(1)
Formula: C4H14NO3
Source: OMol25
Level of theory: ωB97M-V/def2-TZVPD

Values from the calculation:
Energy relative to the best compared isomer or geometry (same formula, charge and spin), kcal per mole: 57.63
Molecular weight, g/mol: 124.2
HOMO energy, Eh: -0.16360
Kohn-Sham gap, eV: 8.2569
Electronic energy, eV: -12006.3973
Charge: -1

The geometry in XYZ format:
```
22
Properties=species:S:1:pos:R:3:nbo_charge:R:1
C 0.167 -2.365 -0.236 -0.6169
C 0.104 -0.829 -0.252 -0.0646
C -1.290 -0.581 -0.878 -0.4327
C -1.666 0.832 -0.991 -0.0598
O -1.547 1.467 0.222 -0.8819
N 1.188 -0.006 -0.905 -0.8619
H -0.361 -2.889 0.673 0.1961
H 1.164 -2.788 0.145 0.2043
H -0.268 -2.914 -1.024 0.1981
H 0.140 -0.461 0.847 0.1876
H -2.077 -1.038 -0.174 0.1995
H -1.371 -1.079 -1.902 0.1790
H -2.696 1.176 -1.393 0.1406
H -0.987 1.418 -1.611 0.1297
H 1.539 0.416 -0.059 0.3828
H 0.922 0.784 -1.403 0.3663
H 2.039 -0.009 2.501 0.4305
H 1.781 1.212 1.783 0.5106
O 2.438 0.752 2.534 -0.9938
H -0.403 1.763 0.546 0.4922
H 0.384 2.978 0.899 0.4502
O 0.801 2.162 0.675 -1.1560
```

---

(2)
Formula: C52H38Co2NO5P2
Source: OMol25
Level of theory: ωB97M-V/def2-TZVPD

Values from the calculation:
Energy relative to the best compared isomer or geometry (same formula, charge and spin), kcal per mole: 5.17
Molecular weight, g/mol: 936.7
HOMO energy, Eh: -0.13315
Kohn-Sham gap, eV: 5.7086
Electronic energy, eV: -160097.4038
Charge: -1

The geometry in XYZ format:
```
100
Properties=species:S:1:pos:R:3:lowdin_charge:R:1
C 4.331 2.369 -1.697 -0.0851
C 3.308 3.319 -1.771 -0.0741
C 2.146 3.170 -1.016 -0.0553
C 1.997 2.059 -0.171 -0.2851
P 0.514 1.810 0.828 1.0243
C -0.523 0.625 -0.058 -0.3003
C -1.723 0.255 0.570 -0.0754
C -2.618 -0.600 -0.074 -0.0572
C -2.327 -1.075 -1.357 -0.0746
C -1.138 -0.702 -1.988 -0.0867
C -0.238 0.157 -1.351 -0.0698
C 1.132 0.936 2.287 -0.3061
C 1.816 1.686 3.258 -0.0681
C 2.502 1.034 4.284 -0.0758
C 2.499 -0.364 4.356 -0.0823
C 1.764 -1.108 3.428 -0.0768
C 1.071 -0.462 2.401 -0.0760
C -0.494 3.160 1.317 -0.2980
C -0.455 4.353 0.600 -0.3971
N -0.434 5.365 -0.017 0.1100
C 3.031 1.105 -0.101 -0.0758
C 4.188 1.252 -0.866 -0.0816
H 5.242 2.496 -2.284 0.1012
H 3.413 4.188 -2.422 0.1072
H 1.358 3.919 -1.083 0.0838
H -1.962 0.642 1.564 0.1183
H -3.536 -0.899 0.431 0.0899
H -3.040 -1.730 -1.863 0.1039
H -0.913 -1.078 -2.987 0.1004
H 0.683 0.458 -1.853 0.1018
H 1.829 2.774 3.187 0.1136
H 3.056 1.618 5.019 0.1041
H 3.074 -0.874 5.131 0.1024
H 1.740 -2.197 3.488 0.1045
H 0.504 -1.046 1.675 0.1081
H -0.898 3.138 2.334 0.0853
H 2.933 0.246 0.565 0.1049
H 4.973 0.494 -0.809 0.1036
O -6.497 4.097 -0.822 0.1417
C -6.413 3.497 0.162 -0.1249
Co -6.218 2.597 1.641 0.0666
C -6.775 3.894 2.805 -0.1652
O -7.294 4.840 3.233 0.1121
C -7.741 1.761 1.324 -0.1581
O -8.769 1.301 1.044 0.1089
C -4.873 1.451 1.998 -0.2732
C -4.409 2.647 1.503 -0.2540
C -3.372 3.435 1.110 -0.1012
C -3.590 4.865 1.315 -0.2417
C -3.374 5.810 0.284 -0.0720
C -3.762 7.135 0.443 -0.1030
C -4.378 7.557 1.629 -0.1120
C -4.578 6.640 2.668 -0.1014
C -4.154 5.324 2.526 -0.0611
Co -5.679 1.517 3.768 -0.0823
C -6.151 2.685 4.965 -0.2837
O -6.447 3.382 5.847 0.0587
C -4.300 0.624 4.303 -0.2289
O -3.404 -0.053 4.609 0.0607
P -7.203 0.125 4.073 1.0177
C -8.911 0.632 4.509 -0.3266
C -9.781 -0.278 5.130 -0.1001
C -11.061 0.124 5.516 -0.0873
C -11.481 1.436 5.273 -0.0969
C -10.619 2.339 4.649 -0.0719
C -9.333 1.944 4.267 -0.0732
C -7.460 -1.151 2.776 -0.3271
C -8.732 -1.503 2.307 -0.0891
C -8.869 -2.476 1.313 -0.0843
C -7.735 -3.071 0.752 -0.1007
C -6.463 -2.704 1.198 -0.0893
C -6.321 -1.755 2.215 -0.1031
C -6.834 -0.886 5.577 -0.3234
C -6.577 -2.263 5.527 -0.0794
C -6.237 -2.951 6.697 -0.0944
C -6.170 -2.277 7.918 -0.1075
C -6.463 -0.911 7.975 -0.0850
C -6.808 -0.218 6.811 -0.0828
H -4.577 0.478 1.612 0.0309
H -2.608 3.069 0.426 0.0821
H -2.911 5.468 -0.644 0.0951
H -3.580 7.848 -0.364 0.0930
H -4.685 8.598 1.754 0.0873
H -5.062 6.957 3.594 0.0996
H -4.241 4.627 3.366 0.1094
H -9.456 -1.304 5.318 0.1123
H -11.726 -0.589 6.003 0.0968
H -12.481 1.752 5.575 0.0959
H -10.943 3.362 4.456 0.1044
H -8.655 2.657 3.786 0.0706
H -9.623 -1.030 2.721 0.0977
H -9.867 -2.750 0.968 0.0990
H -7.846 -3.808 -0.043 0.0944
H -5.570 -3.149 0.758 0.0960
H -5.321 -1.490 2.573 0.0994
H -6.649 -2.806 4.585 0.0956
H -6.018 -4.018 6.645 0.0957
H -5.876 -2.810 8.824 0.0935
H -6.418 -0.377 8.924 0.0992
H -7.066 0.844 6.867 0.1038
```

---

(3)
Formula: C4H15NO2
Source: OMol25
Level of theory: ωB97M-V/def2-TZVPD

Values from the calculation:
Structure (SMILES): CCN(C)C.O.O
Energy relative to the best compared isomer or geometry (same formula, charge and spin), kcal per mole: 63.06
Molecular weight, g/mol: 109.2
HOMO energy, Eh: -0.32781
Kohn-Sham gap, eV: 9.4464
Electronic energy, eV: -9974.3519

The geometry in XYZ format:
```
22
Properties=species:S:1:pos:R:3:nbo_charge:R:1
C -1.034 0.865 -1.323 -0.6022
C 0.244 1.061 -0.534 -0.2392
N 0.990 -0.241 -0.116 -0.4287
C 2.286 0.120 0.527 -0.4067
C 0.084 -0.920 0.924 -0.4326
H -0.978 -0.198 -1.941 0.1776
H -1.840 0.654 -0.607 0.2117
H -1.295 1.590 -2.013 0.2241
H -0.007 1.670 0.371 0.1848
H 0.968 1.666 -1.128 0.1971
H 2.267 0.851 1.310 0.1689
H 2.945 0.519 -0.160 0.1994
H 2.795 -0.799 1.150 0.1910
H -0.303 -0.250 1.723 0.1678
H -0.735 -1.292 0.453 0.1825
H 0.521 -1.793 1.400 0.2047
H -2.367 0.465 1.833 0.4677
H -3.081 1.690 2.547 0.4783
O -2.469 1.412 1.733 -0.9437
H 0.382 -3.104 -1.958 0.4547
H 0.038 -1.690 -1.807 0.4686
O 0.590 -2.276 -2.384 -0.9258
```

---

(4)
Formula: C4H3O2V
Source: OMol25
Level of theory: ωB97M-V/def2-TZVPD

Values from the calculation:
Energy relative to the best compared isomer or geometry (same formula, charge and spin), kcal per mole: 0.00
Molecular weight, g/mol: 134.0
HOMO energy (alpha / beta), Eh: -0.26788 / -0.33388
Kohn-Sham gap (alpha / beta), eV: 6.6448 / 8.1965
Electronic energy, eV: -33972.8233
⟨S²⟩: 6.018
Multiplicity: 5

The geometry in XYZ format:
```
10
Properties=species:S:1:pos:R:3:nbo_charge:R:1
O -1.529 1.400 0.635 -0.6681
C -0.881 0.220 0.604 -0.0185
C 0.334 0.176 -0.076 -0.3701
C 1.250 -0.837 0.346 -0.4145
C 2.492 -1.017 -0.332 0.3393
O 3.428 -0.188 -0.415 -0.5514
H 0.573 0.908 -0.865 0.2201
H 2.642 -2.006 -0.819 0.1201
V -0.099 -1.271 1.831 0.8559
H -2.466 1.173 0.780 0.4873
```

---

(5)
Formula: C26H42BrNO14P2SSi2
Source: OMol25
Level of theory: ωB97M-V/def2-TZVPD

Values from the calculation:
Molecular weight, g/mol: 822.7
HOMO energy, Eh: -0.29555
Kohn-Sham gap, eV: 6.4374
Electronic energy, eV: -173008.4743

The geometry in XYZ format:
```
89
Properties=species:S:1:pos:R:3:lowdin_charge:R:1
C 3.554 5.525 1.433 -0.1143
C 2.334 4.614 2.030 -0.2570
C 2.858 3.383 2.907 -0.2101
C 3.200 2.055 2.022 -0.2902
N 1.974 1.756 1.229 -0.1592
Si 2.198 0.413 0.080 0.3354
O 0.735 -0.043 -0.765 -0.3849
Si -0.210 -1.185 0.113 0.4298
C -1.080 -0.237 1.571 -0.2750
O -1.871 0.818 0.982 -0.2245
C -3.195 0.905 1.561 -0.1641
C -4.209 1.436 0.413 -0.1727
O -4.139 2.883 0.297 -0.1888
C -4.169 3.268 -1.112 -0.2469
C -4.736 4.762 -1.304 -0.0859
C 0.733 -2.745 0.698 -0.2289
C 1.816 -3.309 -0.326 -0.7205
O 2.888 -3.747 0.166 -0.0699
Br 1.631 -3.404 -2.286 0.7572
P -1.909 -1.892 -1.178 0.2580
O -1.676 -3.497 -1.704 -0.3241
O -3.328 -1.915 -0.173 -0.2959
S -2.319 -0.634 -2.618 0.2941
P 3.569 1.203 -1.501 0.7491
C 2.945 2.966 -1.803 -0.3501
C 3.247 0.279 -3.119 -0.4863
C 4.120 0.917 -4.344 -0.1815
H 3.317 6.603 1.718 0.0690
H 4.505 5.112 1.902 0.0682
H 3.579 5.431 0.287 0.0549
H 1.696 4.323 1.131 0.0910
H 1.642 5.234 2.717 0.1037
H 3.736 3.659 3.597 0.1129
H 1.983 3.080 3.601 0.1049
H 3.470 1.233 2.781 0.1111
H 4.132 2.268 1.402 0.1056
H 1.138 1.651 1.817 0.0615
H 2.866 -0.766 0.640 -0.0035
H -1.717 -1.048 2.101 0.0963
H -0.341 0.137 2.361 0.0978
H -3.630 -0.090 1.916 0.1157
H -3.136 1.653 2.429 0.1412
H -3.850 0.926 -0.555 0.0868
H -5.283 1.072 0.579 0.1321
H -3.095 3.262 -1.501 0.1273
H -4.803 2.486 -1.661 0.0873
H -4.455 5.119 -2.359 0.0773
H -4.314 5.487 -0.537 0.0776
H -5.886 4.703 -1.298 0.0744
H -0.052 -3.582 0.841 0.1101
H 1.273 -2.598 1.707 0.1135
H -2.489 -3.724 -2.210 0.0711
H -3.041 -2.302 0.685 0.0464
H 1.798 2.966 -1.887 0.0519
H 3.295 3.656 -0.966 0.0075
H 3.325 3.397 -2.806 0.0462
H 3.433 -0.854 -3.014 0.0506
H 2.151 0.375 -3.452 0.0747
H 4.834 0.112 -4.758 0.0727
H 3.455 1.280 -5.198 0.0699
H 4.720 1.804 -3.931 0.0477
C 6.841 -3.582 2.842 0.0730
C 5.846 -4.143 2.148 -0.2179
C 5.449 -5.564 2.373 -0.3087
O 4.526 -6.040 1.737 0.1165
C 6.204 -6.341 3.363 0.0747
C 7.199 -5.779 4.052 -0.2250
C 7.578 -4.352 3.847 -0.3188
O 8.482 -3.868 4.509 0.1030
O 7.910 -6.488 4.971 0.0911
O 5.156 -3.442 1.212 0.0699
H 7.138 -2.553 2.691 0.1353
H 5.918 -7.374 3.504 0.1354
H 8.568 -5.860 5.330 0.1151
H 4.487 -4.067 0.850 0.0637
C -7.840 0.756 -1.808 0.0804
C -8.956 0.032 -1.706 -0.2211
C -9.083 -1.299 -2.367 -0.3146
O -10.111 -1.940 -2.236 0.1097
C -7.950 -1.782 -3.161 0.0768
C -6.834 -1.056 -3.266 -0.2164
C -6.698 0.261 -2.583 -0.2950
O -5.658 0.888 -2.686 0.0746
O -5.775 -1.491 -4.001 0.0836
O -10.026 0.479 -0.993 0.0962
H -7.734 1.722 -1.332 0.1373
H -8.061 -2.741 -3.650 0.1367
H -5.095 -0.793 -3.917 0.0799
H -10.701 -0.223 -1.072 0.1166
```

---

(6)
Formula: C5H6INO2
Source: OMol25
Level of theory: ωB97M-V/def2-TZVPD

Values from the calculation:
Structure (SMILES): COC(=O)[C@@]1(I)N=C1C
Energy relative to the best compared isomer or geometry (same formula, charge and spin), kcal per mole: 61.28
Molecular weight, g/mol: 239.0
HOMO energy, Eh: -0.34319
Kohn-Sham gap, eV: 9.6553
Electronic energy, eV: -18965.3422

The geometry in XYZ format:
```
15
Properties=species:S:1:pos:R:3:nbo_charge:R:1
C -0.701 -1.407 -0.495 0.2860
C -0.538 1.054 0.246 0.7477
C -1.348 -0.157 -0.243 -0.1110
C -0.046 -2.433 0.299 -0.6828
C 1.492 2.032 -0.244 -0.2667
N -1.089 -0.781 -1.526 -0.2697
O -0.722 1.821 1.134 -0.5497
O 0.550 1.050 -0.577 -0.5092
I -3.460 -0.166 0.588 0.0017
H -0.682 -2.787 1.098 0.2654
H 0.934 -1.844 0.561 0.2672
H 0.238 -3.405 -0.289 0.2455
H 1.353 3.073 -0.570 0.1887
H 2.431 1.853 -0.753 0.1939
H 1.588 2.095 0.770 0.1929
```

---

Question: The lowest electronic energy belongs to which entry?
Answer: C26H42BrNO14P2SSi2